[1]
Formula: C3H6N3P
Source: the Open Molecules 2025 dataset
Level of theory: ωB97M-V/def2-TZVPD

Computed properties:
- structure (SMILES) = CPn1cncn1
- largest force on an atom (eV/A) = 4.69
- HOMO-LUMO gap (eV) = 9.7
- spin multiplicity = 1

Positions of all 13 atoms, in Å:
C: 2.8992 0.0340 0.5905
C: 1.7982 0.1852 -1.2621
C: -0.9719 1.4788 -1.3511
N: 2.9306 0.0446 -0.7346
N: 1.6778 0.0926 1.0497
N: 0.9226 0.1654 -0.0104
P: -0.8015 0.3827 0.1906
H: 3.7895 -0.2388 1.1679
H: 1.4586 0.2054 -2.3291
H: -1.9831 1.9588 -1.4819
H: -0.7497 0.8048 -2.2179
H: -0.1736 2.2116 -1.2553
H: -0.7389 1.4227 1.2618

[2]
Formula: C69H57F10NO4
Source: the Open Molecules 2025 dataset
Level of theory: ωB97M-V/def2-TZVPD

Computed properties:
- structure (SMILES) = O=C1NC(=O)c2c(COO)cccc21.Fc1ccccc1.Fc1ccccc1.Fc1ccccc1.Fc1ccccc1.Fc1ccccc1.Fc1ccccc1.Fc1ccccc1.Fc1ccccc1.Fc1ccccc1.Fc1ccccc1
- largest force on an atom (eV/A) = 0.81
- HOMO-LUMO gap (eV) = 8.7
- spin multiplicity = 1

Positions of all 141 atoms, in Å:
O: 0.8000 -3.9676 4.0121
C: 0.8729 -2.8346 3.6153
N: 0.0784 -1.7708 4.0589
C: 0.3862 -0.5668 3.4126
O: -0.1576 0.4892 3.6093
C: 1.5256 -0.8818 2.5102
C: 2.2619 -0.0609 1.6602
C: 1.9535 1.4117 1.5730
O: 2.9947 2.1593 0.9660
O: 3.8826 2.6081 1.9862
C: 3.2940 -0.6595 0.9434
C: 3.6004 -2.0116 1.0856
C: 2.8524 -2.8274 1.9326
C: 1.8115 -2.2399 2.6288
H: -0.8204 -1.9237 4.4930
H: 1.8085 1.7723 2.5923
H: 1.0260 1.6039 1.0405
H: 3.5294 3.4847 2.1952
H: 3.8907 -0.0419 0.2878
H: 4.4291 -2.4275 0.5314
H: 3.0828 -3.8752 2.0698
F: 1.0331 0.8436 -1.2091
C: 0.5122 1.9156 -1.8496
C: -0.6053 2.5154 -1.3045
C: -1.1451 3.6224 -1.9453
C: -0.5756 4.0993 -3.1163
C: 0.5415 3.4706 -3.6495
C: 1.0979 2.3705 -3.0128
H: -1.0345 2.1219 -0.3914
H: -2.0187 4.1080 -1.5306
H: -1.0062 4.9553 -3.6172
H: 0.9817 3.8355 -4.5682
H: 1.9716 1.8746 -3.4111
F: -3.7848 2.7217 -4.0867
C: -4.4273 1.7696 -3.3768
C: -3.8317 1.2714 -2.2349
C: -4.5045 0.2957 -1.5121
C: -5.7411 -0.1689 -1.9372
C: -6.3137 0.3466 -3.0920
C: -5.6575 1.3280 -3.8212
H: -2.8619 1.6360 -1.9205
H: -4.0561 -0.1051 -0.6121
H: -6.2577 -0.9342 -1.3727
H: -7.2745 -0.0205 -3.4270
H: -6.0868 1.7469 -4.7214
F: 1.9045 4.4919 -6.5777
C: 3.1988 4.6616 -6.2343
C: 4.0895 3.6333 -6.4655
C: 5.4210 3.8144 -6.1143
C: 5.8345 5.0063 -5.5352
C: 4.9172 6.0232 -5.3073
C: 3.5858 5.8565 -5.6623
H: 3.7406 2.7120 -6.9142
H: 6.1376 3.0244 -6.2938
H: 6.8717 5.1426 -5.2609
H: 5.2361 6.9523 -4.8538
H: 2.8536 6.6363 -5.4989
F: 2.5547 0.2849 10.1298
C: 1.9036 0.6015 8.9905
C: 1.4096 -0.4167 8.1995
C: 0.7371 -0.0829 7.0325
C: 0.5767 1.2467 6.6682
C: 1.0832 2.2507 7.4828
C: 1.7522 1.9327 8.6574
H: 1.5494 -1.4472 8.4996
H: 0.3404 -0.8611 6.4035
H: 0.0500 1.4941 5.7586
H: 0.9605 3.2889 7.2033
H: 2.1510 2.6983 9.3092
F: 4.4548 -1.4147 -1.7693
C: 5.0805 -0.9136 -2.8548
C: 4.5260 0.1807 -3.4798
C: 5.1661 0.7093 -4.5899
C: 6.3387 0.1326 -5.0590
C: 6.8756 -0.9741 -4.4127
C: 6.2470 -1.5056 -3.2954
H: 3.6101 0.6045 -3.0923
H: 4.7480 1.5729 -5.0863
H: 6.8363 0.5442 -5.9276
H: 7.7877 -1.4266 -4.7779
H: 6.6493 -2.3616 -2.7708
F: 5.1506 9.6111 -5.4281
C: 4.4245 10.0071 -6.4972
C: 3.8701 9.0448 -7.3158
C: 3.1225 9.4553 -8.4103
C: 2.9472 10.8076 -8.6710
C: 3.5189 11.7542 -7.8316
C: 4.2634 11.3575 -6.7298
H: 4.0286 7.9987 -7.1007
H: 2.6759 8.7145 -9.0599
H: 2.3658 11.1231 -9.5267
H: 3.3863 12.8086 -8.0339
H: 4.7127 12.0773 -6.0592
F: -1.9385 -1.4571 6.4646
C: -2.2528 -2.3478 7.4386
C: -3.1744 -1.9922 8.3994
C: -3.4797 -2.9168 9.3884
C: -2.8628 -4.1611 9.4021
C: -1.9373 -4.4893 8.4204
C: -1.6279 -3.5765 7.4225
H: -3.6347 -1.0139 8.3719
H: -4.2023 -2.6617 10.1518
H: -3.1039 -4.8749 10.1781
H: -1.4515 -5.4563 8.4264
H: -0.9190 -3.8118 6.6395
F: 3.3923 -7.6830 9.4245
C: 2.6691 -7.3669 8.3307
C: 2.1278 -8.3852 7.5726
C: 1.3828 -8.0520 6.4499
C: 1.1944 -6.7216 6.0993
C: 1.7531 -5.7176 6.8789
C: 2.4957 -6.0361 8.0075
H: 2.2916 -9.4148 7.8605
H: 0.9478 -8.8373 5.8461
H: 0.6190 -6.4641 5.2203
H: 1.6145 -4.6820 6.6019
H: 2.9350 -5.2699 8.6323
F: -8.9057 -1.5012 -4.7505
C: -9.0432 -2.4281 -3.7771
C: -9.9040 -2.1720 -2.7290
C: -10.0367 -3.1282 -1.7317
C: -9.3034 -4.3058 -1.7883
C: -8.4367 -4.5346 -2.8494
C: -8.3084 -3.5925 -3.8596
H: -10.4544 -1.2411 -2.6995
H: -10.7116 -2.9474 -0.9058
H: -9.4034 -5.0429 -1.0025
H: -7.8405 -5.4358 -2.8947
H: -7.6412 -3.7493 -4.6969
F: -5.9160 -6.3167 -3.1021
C: -4.8874 -5.5937 -2.5999
C: -4.8681 -5.3199 -1.2481
C: -3.8149 -4.5724 -0.7404
C: -2.8135 -4.1094 -1.5830
C: -2.8618 -4.3974 -2.9402
C: -3.9052 -5.1497 -3.4604
H: -5.6638 -5.6845 -0.6125
H: -3.7787 -4.3515 0.3179
H: -1.9965 -3.5243 -1.1827
H: -2.0852 -4.0340 -3.5995
H: -3.9619 -5.3898 -4.5135

[3]
Formula: C22H28I2NOS9Sb2Sc
Source: the Open Molecules 2025 dataset
Level of theory: ωB97M-V/def2-TZVPD

Computed properties:
- total charge = -2
- largest force on an atom (eV/A) = 0.37
- HOMO-LUMO gap (eV) = 5.3
- spin multiplicity = 1

Positions of all 66 atoms, in Å:
Sc: 0.2882 1.1072 0.6867
S: 1.3198 3.3198 1.1611
Sb: 2.7251 3.1050 -0.8144
S: 2.4590 -0.0842 0.4763
S: 1.8193 0.7447 -1.3439
S: 1.6652 4.3434 -2.4244
I: -3.0560 -2.5367 -1.1437
C: -3.4354 -0.5573 -0.6544
C: -4.7746 -0.1137 -0.6536
C: -5.0859 1.1832 -0.3653
I: -7.0983 1.7518 -0.3766
C: -4.0581 2.1170 -0.0539
C: -4.2455 3.4891 0.2277
C: -3.1679 4.2828 0.4858
C: -1.8758 3.7201 0.4938
N: -1.6746 2.4492 0.2583
C: -2.7354 1.6475 -0.0339
C: -2.3775 0.2824 -0.3403
O: -1.1332 -0.0418 -0.3146
H: -5.5581 -0.8208 -0.8880
H: -5.2480 3.8978 0.2269
H: -3.2863 5.3384 0.6890
H: -0.9854 4.3066 0.6889
C: -1.0828 -5.2353 1.5427
C: -0.2251 -5.1698 0.2722
C: 0.5358 -6.4873 0.0979
Sb: 0.7033 -3.1560 0.3013
C: 1.7242 -3.1112 -1.6128
C: 0.7430 -2.6315 -2.6826
C: 2.4491 -4.3703 -2.0760
C: 2.4707 -3.4540 1.5523
C: 2.9851 -4.8672 1.8001
C: 2.1942 -2.7630 2.8914
H: -1.7533 -6.1046 1.5304
H: -1.6972 -4.3410 1.6697
H: -0.4518 -5.3253 2.4334
H: -0.9039 -5.0683 -0.5848
H: 1.1182 -6.7321 0.9843
H: 1.2133 -6.4871 -0.7533
H: -0.1760 -7.3119 -0.0493
H: 2.4628 -2.3227 -1.4384
H: -0.0248 -3.3883 -2.8767
H: 1.2628 -2.4362 -3.6288
H: 0.2357 -1.7110 -2.3879
H: 1.7391 -5.1469 -2.3683
H: 3.1102 -4.7850 -1.3123
H: 3.0638 -4.1509 -2.9592
H: 3.2311 -2.8818 1.0139
H: 2.2757 -5.4453 2.3970
H: 3.9235 -4.8302 2.3691
H: 3.1772 -5.4220 0.8813
H: 1.3969 -3.2727 3.4414
H: 1.8769 -1.7259 2.7591
H: 3.0872 -2.7661 3.5298
C: 2.6586 1.9480 4.0707
S: 0.9048 2.1886 4.4497
C: 0.4451 0.5889 4.9754
C: -0.2982 -0.2798 4.2519
S: -0.9687 -0.1772 2.6562
S: -0.6877 -1.7571 5.1086
C: 0.1521 -1.4673 6.5764
S: 0.2028 -2.5441 7.8460
S: 0.8785 0.0771 6.5891
H: 3.0034 2.8843 3.6347
H: 2.7754 1.1662 3.3231
H: 3.2226 1.7138 4.9730

[4]
Formula: C4H14N2O
Source: the Open Molecules 2025 dataset
Level of theory: ωB97M-V/def2-TZVPD

Computed properties:
- ⟨S²⟩ = 0.755
- total charge = +1
- largest force on an atom (eV/A) = 5.50
- HOMO-LUMO gap (spin up / spin down) (eV) = 5.8 / 5.8
- spin multiplicity = 2

Positions of all 21 atoms, in Å:
C: 0.0013 -0.1370 -1.3963
C: -0.0949 -0.9936 -0.1108
C: -1.5823 -1.4228 0.1661
N: 0.2903 -0.4063 1.1142
C: 1.7090 -0.2494 1.1998
N: 2.3087 0.4090 -0.0585
H: -0.7043 0.5907 -1.1071
H: 0.9098 0.4502 -1.4127
H: -0.2505 -0.6046 -2.3806
H: 0.5909 -1.7646 -0.2594
H: -1.7763 -1.6016 1.2660
H: -1.9406 -0.3773 -0.0162
H: -2.0558 -2.2065 -0.5923
H: -0.2061 0.4976 1.1108
H: 1.7905 0.3050 2.0478
H: 2.0461 -1.3059 1.5456
H: 3.2644 -0.0496 -0.0654
H: 0.7853 2.8265 -0.4809
H: 0.1192 2.7327 -0.5713
H: -3.1384 1.8660 0.0819
O: -2.0663 1.4415 -0.0807

[5]
Formula: C37H52AsIN4OPTeZr
Source: the Open Molecules 2025 dataset
Level of theory: ωB97M-V/def2-TZVPD

Computed properties:
- total charge = +1
- largest force on an atom (eV/A) = 1.34
- HOMO-LUMO gap (eV) = 7.5
- spin multiplicity = 1

Positions of all 99 atoms, in Å:
Zr: -0.5460 0.8334 -0.1038
C: -8.3227 -1.1467 -2.5313
C: -7.0333 -0.4267 -2.2529
C: -6.9814 0.6612 -1.3971
C: -5.7917 1.3361 -1.1448
C: -5.8105 2.4884 -0.1733
C: -4.6197 0.9200 -1.7946
As: -3.0589 1.8674 -1.1671
N: -1.4959 1.1468 -1.9010
C: -0.7492 1.6918 -2.9695
C: -1.3047 2.3105 -4.0858
C: -0.4892 2.8690 -5.0606
C: 0.8924 2.8144 -4.9505
C: 1.4575 2.1614 -3.8634
C: 0.6461 1.5971 -2.8926
C: -3.0048 3.6819 -1.8781
C: -2.0062 4.5210 -1.3661
C: -0.9678 4.1006 -0.3558
C: -1.9110 5.8366 -1.8110
C: -2.7933 6.3569 -2.7390
C: -2.7114 7.7849 -3.1968
C: -3.7669 5.5060 -3.2483
C: -3.8896 4.1797 -2.8557
C: -4.9533 3.3719 -3.5568
C: -4.6358 -0.1966 -2.6420
C: -3.4223 -0.7475 -3.3359
C: -5.8509 -0.8379 -2.8561
H: -9.1305 -0.7714 -1.9054
H: -8.2216 -2.2172 -2.3484
H: -8.6187 -1.0218 -3.5741
H: -7.8890 0.9988 -0.9097
H: -6.8349 2.7836 0.0475
H: -5.2981 3.3768 -0.5515
H: -5.3344 2.2133 0.7723
H: -2.3792 2.3596 -4.1926
H: -0.9455 3.3558 -5.9128
H: 1.5225 3.2592 -5.7080
H: 2.5330 2.0766 -3.7754
H: 1.1280 1.0436 -2.0848
H: -1.0838 3.0500 -0.0801
H: -1.0684 4.6356 0.5891
H: 0.0387 4.2550 -0.7457
H: -1.1237 6.4670 -1.4114
H: -1.8312 8.2834 -2.7943
H: -3.5917 8.3435 -2.8751
H: -2.6695 7.8427 -4.2851
H: -4.4469 5.8822 -4.0051
H: -5.2187 3.8631 -4.4915
H: -5.8641 3.2859 -2.9607
H: -4.6349 2.3573 -3.7886
H: -2.7263 -1.1867 -2.6197
H: -2.8695 0.0146 -3.8867
H: -3.7238 -1.5222 -4.0409
H: -5.8723 -1.6911 -3.5266
C: -0.0863 -1.7857 -3.5923
N: 0.4779 -2.6387 -2.5469
C: 1.1961 -3.7998 -3.0609
P: -0.0903 -2.5516 -1.0227
O: -0.0384 -1.0795 -0.5768
N: -1.6402 -3.0398 -0.9532
C: -2.1411 -4.1211 -1.7968
C: -2.4723 -2.7831 0.2229
N: 0.8634 -3.4245 -0.0370
C: 2.2715 -3.0605 0.1172
C: 0.5441 -4.7905 0.3640
H: 0.7155 -1.4315 -4.2414
H: -0.5786 -0.9219 -3.1546
H: -0.8128 -2.3382 -4.1963
H: 2.0482 -3.4653 -3.6543
H: 0.5527 -4.4097 -3.7018
H: 1.5672 -4.4196 -2.2492
H: -1.4700 -4.3078 -2.6320
H: -3.1165 -3.8424 -2.2005
H: -2.2570 -5.0457 -1.2248
H: -2.0460 -1.9987 0.8445
H: -2.5794 -3.6902 0.8246
H: -3.4632 -2.4569 -0.1000
H: 2.4291 -2.0243 -0.1735
H: 2.9133 -3.7057 -0.4894
H: 2.5586 -3.1608 1.1640
H: -0.5324 -4.9409 0.3924
H: 0.9321 -4.9614 1.3683
H: 0.9902 -5.5309 -0.3071
Te: -2.3690 1.0614 2.0562
C: -1.4905 0.9282 3.9680
C: -0.6152 1.9097 4.4232
C: -0.1709 1.8971 5.7365
C: -0.6006 0.9069 6.6095
C: -1.4773 -0.0696 6.1640
C: -1.9266 -0.0568 4.8484
H: -0.2778 2.6921 3.7530
H: 0.5103 2.6651 6.0799
H: -0.2599 0.9031 7.6364
H: -1.8181 -0.8426 6.8408
H: -2.6135 -0.8242 4.5132
I: 1.4906 0.1643 2.2010
C: 1.3415 1.7454 0.7273
H: 2.3002 1.7156 0.2122
H: 1.2732 2.6594 1.3161

[6]
Formula: C43H57AsF3N3O12P2SSbScSi4
Source: the Open Molecules 2025 dataset
Level of theory: ωB97M-V/def2-TZVPD

Computed properties:
- total charge = -2
- largest force on an atom (eV/A) = 1.01
- HOMO-LUMO gap (eV) = 6.1
- spin multiplicity = 1

Positions of all 128 atoms, in Å:
Sc: -0.4807 0.2541 0.1223
C: 0.1836 3.6174 6.0992
Si: -1.5283 3.4039 5.3664
C: -2.4611 4.9820 5.8352
C: -2.4617 1.9810 6.1360
C: -1.5957 3.3037 3.4939
C: -2.3928 4.1665 2.7709
C: -2.5595 3.9993 1.3956
C: -1.9082 2.9414 0.8154
N: -1.1027 2.0967 1.4692
C: -0.9414 2.2469 2.7999
S: 0.0077 1.1087 3.7042
H: 0.1230 4.1896 7.0303
H: 0.8395 4.1502 5.4068
H: 0.6420 2.6504 6.2975
H: -2.4340 5.1129 6.9209
H: -3.5110 4.9415 5.5357
H: -2.0125 5.8700 5.3814
H: -2.1651 1.8264 7.1771
H: -2.2710 1.0582 5.5873
H: -3.5367 2.1751 6.1104
H: -2.9149 4.9739 3.2728
H: -3.1958 4.6408 0.8014
H: -2.0393 2.7388 -0.2385
O: -4.6806 -0.0436 -0.6279
P: -3.3909 -0.9664 -0.7608
O: -3.4882 -1.9836 -1.8128
O: -2.2018 0.0329 -0.8387
O: -3.3020 -1.6698 0.6971
P: -2.9733 -0.8130 2.0535
O: -1.2862 -0.7965 1.8218
O: -3.2325 -1.5691 3.2845
O: -3.5351 0.5459 1.7980
H: -4.5534 0.4528 0.2211
H: -0.8528 -0.3714 2.6287
O: 1.5563 2.5935 0.5096
C: 2.0326 1.5270 0.8911
O: 1.4665 0.3823 0.8369
C: 3.4399 1.5061 1.4346
C: 4.2864 0.4469 1.1266
C: 5.5963 0.4454 1.5834
C: 6.0090 1.5067 2.3679
C: 5.1822 2.5619 2.7128
C: 3.8867 2.5590 2.2248
N: 7.4072 1.5170 2.8632
O: 8.1417 0.6132 2.5188
O: 7.7508 2.4335 3.5843
H: 3.9094 -0.3762 0.5325
H: 6.2802 -0.3558 1.3484
H: 5.5535 3.3554 3.3427
H: 3.2017 3.3639 2.4548
C: -3.0448 1.0446 -3.9658
Si: -2.1030 2.5490 -3.4055
C: -1.7917 3.5297 -4.9759
C: -3.2275 3.6118 -2.3452
As: -0.1637 1.9889 -2.1589
Si: 0.8263 0.6053 -3.8315
C: 0.9700 1.3826 -5.5431
C: -0.1537 -0.9729 -4.0505
C: 2.5994 0.3603 -3.2788
Si: 1.1738 3.9348 -2.2202
C: 0.4416 5.1052 -0.9605
C: 1.2411 4.9294 -3.8172
C: 2.9665 3.5545 -1.8031
H: -4.0296 1.3894 -4.2985
H: -3.1915 0.2903 -3.1986
H: -2.5495 0.5533 -4.8060
H: -2.7822 3.7154 -5.4055
H: -1.2003 2.9842 -5.7104
H: -1.3098 4.4911 -4.8129
H: -3.9116 4.1560 -3.0035
H: -2.6882 4.3400 -1.7361
H: -3.8219 2.9917 -1.6698
H: 0.0739 1.2287 -6.1463
H: 1.8027 0.8728 -6.0395
H: 1.1911 2.4485 -5.5335
H: -0.6547 -0.9584 -5.0215
H: -0.9043 -1.1337 -3.2762
H: 0.5187 -1.8343 -4.0212
H: 3.2098 1.1769 -3.6744
H: 2.9911 -0.5898 -3.6486
H: 2.7083 0.3494 -2.1936
H: -0.5578 5.4431 -1.2471
H: 1.0862 5.9856 -0.8676
H: 0.3691 4.6210 0.0134
H: 0.3209 5.4790 -4.0101
H: 1.4873 4.3628 -4.7140
H: 2.0395 5.6604 -3.6496
H: 3.1705 2.4981 -1.6477
H: 3.2135 4.0608 -0.8690
H: 3.6241 3.9127 -2.6007
O: 2.2241 -2.6201 -1.9554
C: 1.3432 -1.9646 -1.4841
N: 0.4532 -1.3160 -1.0419
F: -2.5945 -8.8777 3.9569
C: -2.2029 -7.8519 3.1545
C: -0.8567 -7.6299 2.9677
C: -0.4664 -6.5764 2.1481
C: -1.3990 -5.7571 1.5184
C: -2.7504 -6.0125 1.7620
C: -3.1690 -7.0624 2.5683
Sb: -0.9347 -4.0007 0.3326
C: -1.1498 -4.9644 -1.5703
C: -2.3825 -5.5188 -1.9082
C: -2.6227 -6.0371 -3.1726
C: -1.6104 -5.9718 -4.1058
F: -1.8383 -6.4736 -5.3501
C: -0.3843 -5.4087 -3.8308
C: -0.1654 -4.8997 -2.5550
C: 1.1699 -4.2577 0.5700
C: 1.8240 -3.2979 1.3435
C: 3.1990 -3.3385 1.5388
C: 3.9092 -4.3541 0.9374
F: 5.2549 -4.4014 1.1126
C: 3.3102 -5.3243 0.1613
C: 1.9351 -5.2630 -0.0170
H: -0.1329 -8.2673 3.4589
H: 0.5940 -6.4009 2.0093
H: -3.5114 -5.3646 1.3383
H: -4.2164 -7.2568 2.7559
H: -3.1894 -5.5385 -1.1843
H: -3.5794 -6.4637 -3.4425
H: 0.3738 -5.3582 -4.6012
H: 0.7901 -4.4317 -2.3494
H: 1.2679 -2.4797 1.7892
H: 3.7105 -2.5893 2.1289
H: 3.9146 -6.0936 -0.3011
H: 1.4561 -6.0207 -0.6266